DFT (ωB97M-V/def2-TZVPD) results for an isolated molecule of C4H6N2 in a non-equilibrium geometry.

CARTESIAN COORDINATES (ANGSTROEM)
N (0.040, 3.097, -0.402)
C (0.128, 2.016, 0.004)
C (0.334, 0.641, 0.516)
C (-0.873, -0.279, 0.602)
C (-0.188, -1.164, -0.644)
N (0.959, -0.257, -0.477)
H (0.931, 0.740, 1.435)
H (-0.426, -1.259, 0.837)
H (-1.497, -0.373, 1.490)
H (-0.792, -1.149, -1.533)
H (0.178, -2.215, -0.486)
H (1.205, 0.202, -1.342)

Values from the calculation:
ΔE to the lowest compared entry with this formula, charge and spin ... 452.1 kJ/mol
Highest occupied orbital energy ... -9.572 eV
Structure (SMILES) ... N#C[C@H]1CCN1

Taken from the Mulliken analysis, the atomic charges in e are: number 1, N, carries -0.4226; number 2, C, carries 0.0384; number 3, C, carries 0.2335; number 4, C, carries -0.6265; number 5, C, carries -0.3379; number 6, N, carries -0.4775; number 7, H, carries 0.2344; number 8, H, carries 0.1484; number 9, H, carries 0.4114; number 10, H, carries 0.2785; number 11, H, carries 0.2402; number 12, H, carries 0.2799